Entry 1:
This record from the Open Molecules 2025 dataset describes an isolated molecule of C5H6O2 at a distorted geometry. The level of theory is ωB97M-V/def2-TZVPD.

Geometry as ORCA input:
```
! wB97M-V def2-TZVPD RIJCOSX def2/J DEFGRID3
* xyz 0 1
O 0.28597 -3.02283 0.20640
C -0.15240 -2.06405 -0.37407
C 0.72391 -0.91967 -0.85924
C 0.12484 0.38084 -0.72745
C -0.42140 1.48851 -0.76609
C -0.64879 1.86687 0.64743
O -0.17221 0.69913 1.43790
H -1.22717 -1.96281 -0.62104
H 1.72636 -1.01529 -0.42847
H 0.80105 -0.97450 -1.95095
H -0.11213 2.77753 0.93385
H -1.70818 1.97584 0.89731
H 0.78015 0.77044 1.60443
*
```

## Properties
SMILES string = O=CCC#CCO

Atomic partial charges in e from the Löwdin method, atoms 1 to 4: 0.068 -0.242 -0.138 -0.075


Entry 2:
This record from the Open Molecules 2025 dataset describes an isolated molecule of C5H6O2 at a distorted geometry. The level of theory is ωB97M-V/def2-TZVPD.

Geometry as ORCA input:
```
! wB97M-V def2-TZVPD RIJCOSX def2/J DEFGRID3
* xyz 0 1
C 2.53969 -0.94863 0.07910
C 1.39918 -0.64836 -0.16987
C 0.03145 -0.19660 -0.43920
C -0.11713 1.49437 -0.45848
O 0.07109 2.16250 0.52528
C -0.97840 -0.69272 0.60508
O -2.17110 -0.01052 0.28652
H 3.56573 -1.16595 0.29271
H -0.31327 -0.59786 -1.40729
H -0.41876 2.04612 -1.39516
H -0.63362 -0.48835 1.62978
H -1.14761 -1.77569 0.52097
H -1.82725 0.82169 -0.06943
*
```

## Properties
SMILES string = C#C[C@H](C=O)CO

Atomic partial charges in e from the Löwdin method, atoms 1 to 4: 0.130 -0.115 -0.237 -0.176


Entry 3:
This record from the Open Molecules 2025 dataset describes a structure of composition C5H6O2. The level of theory is ωB97M-V/def2-TZVPD.

Geometry as ORCA input:
```
! wB97M-V def2-TZVPD RIJCOSX def2/J DEFGRID3
* xyz 0 1
C -0.06374 1.43224 0.99468
C 0.14231 0.15501 0.25009
C 0.76090 -0.08042 -1.08130
C -0.63994 -0.60808 -0.77220
C -0.40754 -1.78283 0.13520
O -0.66747 -2.94446 0.17545
O 0.35340 -1.05800 1.03323
H 0.85394 1.70814 1.52420
H -0.87160 1.34290 1.72711
H -0.30954 2.23794 0.29649
H 1.58547 -0.78577 -1.14429
H 0.78933 0.73639 -1.79781
H -1.52552 -0.35306 -1.34084
*
```

Atomic partial charges in e from the Löwdin method, atoms 1 to 4: 0.010 -0.425 0.006 -0.048


Entry 4:
This record from the Open Molecules 2025 dataset describes a cluster of 2 separate species, C5H6O2 in total. The level of theory is ωB97M-V/def2-TZVPD.

Geometry as ORCA input:
```
! wB97M-V def2-TZVPD RIJCOSX def2/J DEFGRID3
* xyz 0 1
C -1.48743 -0.69103 -1.23298
C -0.33000 -0.65248 -1.55413
O 0.94094 -0.59742 -1.78853
C 1.55522 0.66783 -1.59039
H -2.52304 -0.79718 -1.11819
H 2.60951 0.52828 -1.82129
H 1.12678 1.42077 -2.25813
H 1.44366 0.99987 -0.55433
C -0.60494 -0.65164 3.39278
C -0.60983 -0.00847 2.38423
O -0.58985 0.73427 1.31454
H -0.59668 -1.19931 4.28271
H -0.93433 0.24651 0.54371
*
```

## Properties
SMILES string = C#COC.C#CO

Atomic partial charges in e from the Löwdin method, atoms 1 to 4: 0.119 -0.237 -0.054 -0.042


Entry 5:
This record from the Open Molecules 2025 dataset describes an isolated molecule of C5H6O2. The level of theory is ωB97M-V/def2-TZVPD.

Geometry as ORCA input:
```
! wB97M-V def2-TZVPD RIJCOSX def2/J DEFGRID3
* xyz 0 1
C 2.03180 -0.83312 1.30072
C 1.62180 0.17693 0.79329
O 1.25824 1.32964 0.29508
C 0.29647 1.40834 -0.70484
C -0.66025 0.54486 -1.02959
C -1.05869 -0.75679 -0.36976
O -1.85533 -0.54771 0.78442
H 2.40660 -1.73865 1.72020
H 0.41457 2.36419 -1.20159
H -1.29298 0.89120 -1.84283
H -0.18372 -1.37269 -0.14013
H -1.68912 -1.32287 -1.05973
H -1.28941 -0.14333 1.45477
*
```

## Properties
SMILES string = C#CO/C=C\CO

Atomic partial charges in e from the Löwdin method, atoms 1 to 4: 0.131 -0.237 0.010 -0.104


Entry 6:
This record from the Open Molecules 2025 dataset describes an isolated molecule of C5H6O2. The level of theory is ωB97M-V/def2-TZVPD.

Geometry as ORCA input:
```
! wB97M-V def2-TZVPD RIJCOSX def2/J DEFGRID3
* xyz 0 1
O -1.83019 -1.60820 -0.02551
C -0.77209 -1.33623 0.49231
C 0.09580 -0.20342 0.07574
C 1.52784 -0.25205 0.47110
O 2.37692 0.48162 0.01945
C -0.56924 1.18213 0.13446
C -0.26085 0.57259 -1.17205
H -0.39971 -1.92101 1.36131
H 1.78696 -1.01463 1.23691
H 0.06226 1.98452 0.50549
H -1.60174 1.18504 0.47312
H 0.59108 0.95972 -1.72250
H -1.08404 0.16622 -1.75108
*
```

## Properties
SMILES string = O=CC1(C=O)CC1

Atomic partial charges in e from the Löwdin method, atoms 1 to 4: 0.065 -0.209 -0.347 -0.207


Entry 7:
This record from the Open Molecules 2025 dataset describes an isolated molecule of C5H6O2 at a distorted geometry. The level of theory is ωB97M-V/def2-TZVPD.

Geometry as ORCA input:
```
! wB97M-V def2-TZVPD RIJCOSX def2/J DEFGRID3
* xyz 0 1
C -2.43741 0.29586 0.12500
O -1.53304 -0.76654 -0.10301
C -0.25368 -0.34679 -0.15077
C 1.03623 -1.18615 0.00427
C 2.05461 -0.32228 0.04646
O 1.62324 1.01591 0.08978
C 0.14872 1.01000 -0.09944
H -2.18054 0.83004 1.02093
H -2.45826 1.11239 -0.69405
H -3.37170 -0.11742 0.30324
H 1.06402 -2.22139 0.27807
H 3.23808 -0.37269 -0.05723
H -0.30399 2.07020 -0.29823
*
```

## Properties
SMILES string = COc1ccoc1

Atomic partial charges in e from the Löwdin method, atoms 1 to 4: -0.096 -0.075 -0.256 0.000


Entry 8:
This record from the Open Molecules 2025 dataset describes a structure of composition C5H6O2Pb at a distorted geometry. The level of theory is ωB97M-V/def2-TZVPD.

Geometry as ORCA input:
```
! wB97M-V def2-TZVPD RIJCOSX def2/J DEFGRID3
* xyz 0 1
C -1.82722 1.72727 -0.26083
C -1.59730 0.20562 -0.13886
O -0.75773 2.41417 -0.26713
H -1.78178 0.01717 0.93439
H -2.43726 -0.28230 -0.65856
Pb 1.14504 1.86992 -0.28494
C 0.31349 -1.42691 0.17519
C -0.27726 -0.36155 -0.60338
H 0.02482 -1.50798 1.22735
H 0.69606 -2.33525 -0.29144
H -0.23969 -0.43707 -1.69557
O 2.11771 0.15739 1.07516
C 1.54244 -0.20891 -0.19845
H 3.07869 0.16844 0.98707
*
```

Atomic partial charges in e from the Löwdin method, atoms 1 to 4: -0.184 -0.231 -0.451 0.116


Entry 9:
This record from the Open Molecules 2025 dataset describes an isolated molecule of C5H6O2S at a distorted geometry. The level of theory is ωB97M-V/def2-TZVPD.

Geometry as ORCA input:
```
! wB97M-V def2-TZVPD RIJCOSX def2/J DEFGRID3
* xyz 0 1
O -2.45037 -0.06876 -0.40693
C -1.27694 0.17505 -0.13550
O -0.83981 1.30731 0.07547
C 0.40369 1.49920 0.76209
C 1.34406 1.21851 -0.42353
C 1.90914 0.03532 -0.62447
C 1.53033 -1.25868 0.30912
S -0.38672 -1.38107 0.13761
H 0.54432 0.88410 1.69714
H 0.49875 2.52156 1.11049
H 1.51726 2.15472 -1.18181
H 2.32738 -0.16886 -1.70341
H 2.08591 -1.12005 1.38671
H 2.07374 -2.09916 -0.18552
*
```

## Properties
SMILES string = O=C1OCC=CCS1

Atomic partial charges in e from the Löwdin method, atoms 1 to 4: 0.016 -0.857 0.021 -0.142


Entry 10:
This record from the Open Molecules 2025 dataset describes an isolated molecule of C5H6O2S at a distorted geometry. The level of theory is ωB97M-V/def2-TZVPD.

Geometry as ORCA input:
```
! wB97M-V def2-TZVPD RIJCOSX def2/J DEFGRID3
* xyz 0 1
C -2.21177 -1.24657 -0.08095
C -1.31253 -0.42423 0.45131
C -0.69456 0.72366 -0.30035
O -0.19721 1.68019 0.62159
C 0.79995 0.98142 -0.12586
C 1.77318 0.13918 0.71153
O 1.62766 -0.28460 1.81556
S 3.19740 -0.47147 -0.24860
H -2.54144 -1.12496 -1.14376
H -2.57206 -2.17109 0.35145
H -0.97486 -0.63872 1.46311
H -1.17348 1.11884 -1.19264
H 1.27982 1.67611 -0.84973
H 2.99989 0.04224 -1.47266
*
```

## Properties
SMILES string = C=C[C@H]1O[C@H]1C(=O)S

Atomic partial charges in e from the Löwdin method, atoms 1 to 4: 0.015 -0.115 -0.204 -0.017


For each record above, in turn, the calculated gap between HOMO and LUMO values are 10.055 10.191 11.131 10.043 10.227 10.522 9.532 6.619 10.090 10.468 eV.
For each record above, in turn, the calculated relative energy (zero: lowest compared OMol25 entry of this formula, charge and spin) values are 4.294 3.321 1.323 5.268 3.744 1.287 2.712 0.000 2.519 2.097 eV.